Record 1
Formula: C2H7N3O
Source: OMol25
Level of theory: wB97M-V/def2-TZVPD

Structure (XYZ):
```
13
Properties=species:S:1:pos:R:3:forces:R:3
C 1.009291 1.322370 -0.336707 0.1 -0.6 -0.3
C 0.748080 -0.009125 -0.268164 0.4 0.9 0.9
N -0.612251 -1.794684 -0.624003 0.4 0.8 0.0
N -1.471906 1.068296 0.391532 0.4 -0.1 0.0
O 1.455438 -0.887142 0.532883 -0.1 0.0 -0.1
N -0.383551 -0.498932 -0.817528 -1.0 -0.5 -0.3
H 2.166475 -0.419061 0.982567 -0.1 0.0 -0.1
H -0.232916 -2.262911 0.192877 -0.2 0.0 -0.2
H -1.374750 -2.170765 -1.163305 0.1 0.0 0.3
H -2.455681 1.268139 0.629978 -0.1 -0.4 -0.2
H -1.115566 0.678785 1.273085 0.0 0.0 -0.1
H 0.427905 1.943227 -0.992257 -0.1 0.0 0.1
H 1.839433 1.761802 0.199042 0.1 -0.1 0.0
```
Positions in Å, forces in eV/Å.

Results
HOMO energy (alpha / beta), eV: -7.7 / -7.7
Spin multiplicity: 1
Gap between HOMO and LUMO (alpha / beta), eV: 7.21 / 7.21
LUMO (alpha / beta), eV: -0.4538 / -0.4539

Löwdin atomic charge list, values in e, 6 entries: number 1, C, carries 0.082; number 2, C, carries -0.518; number 3, N, carries 0.056; number 4, N, carries -0.006; number 5, O, carries 0.019; number 6, N, carries 0.009

***

Record 2
Formula: C2H7N3O
Source: OMol25
Level of theory: wB97M-V/def2-TZVPD

Structure (XYZ):
```
13
Properties=species:S:1:pos:R:3:forces:R:3
N 0.241724 -0.028694 1.509000 -1.3 0.8 -1.1
C -1.160805 0.337028 1.594243 2.9 -3.9 1.5
N -1.986103 0.856568 0.776705 2.4 1.1 -0.3
H 0.655130 -0.882370 1.927371 -1.2 1.0 0.0
H 0.850631 0.311197 0.753631 -0.6 0.0 0.3
H -1.483611 -0.214382 2.515853 -0.2 1.2 -0.1
H -2.605111 1.304963 1.417144 -1.8 -0.1 0.0
C 1.149636 -0.718695 -1.421988 1.4 4.6 -0.7
N -0.176840 -0.455839 -1.564645 -1.9 1.2 -0.9
O 1.951960 0.059701 -0.864951 -1.2 -2.2 0.4
H 1.529927 -1.365238 -2.169885 0.4 -1.6 -0.4
H -0.606442 0.336769 -1.030750 0.8 -1.0 -0.2
H -0.440657 -0.282797 -2.574710 0.4 -1.1 1.5
```
Positions in Å, forces in eV/Å.

Results
HOMO energy, eV: -9.2
Spin multiplicity: 1
Gap between HOMO and LUMO, eV: 10.06
SMILES: [H]/N=C/N.NC=O
LUMO, eV: 0.8191

Löwdin atomic charge list, values in e, 6 entries: number 1, N, carries 0.061; number 2, C, carries -0.355; number 3, N, carries 0.042; number 4, H, carries 0.099; number 5, H, carries 0.031; number 6, H, carries 0.111

***

Record 3
Formula: C2H7N3O
Source: OMol25
Level of theory: wB97M-V/def2-TZVPD

Structure (XYZ):
```
13
Properties=species:S:1:pos:R:3:forces:R:3
C 1.523151 -0.435923 -0.173613 -0.9 -1.7 1.1
C -0.995479 -1.031772 0.064394 4.9 -0.8 0.5
H 2.025863 0.235539 -0.845976 0.4 0.3 -0.1
H 1.575098 -1.443837 -0.587793 1.0 -0.2 0.6
H 1.928150 -0.266770 0.941468 -0.7 -0.8 -2.3
H 0.690727 1.201056 1.012762 -0.1 0.9 -0.1
H 0.137786 1.991369 -0.601798 0.2 -3.2 3.4
H -0.733500 -2.057735 0.356019 0.3 0.4 -0.3
H -1.548066 0.982269 0.012466 -3.5 0.3 -0.8
N 0.099717 -0.144361 -0.279145 0.7 0.8 0.1
N 0.022874 1.161979 0.250584 -1.8 2.8 -3.0
N -2.182585 -0.771810 0.130191 -4.5 1.9 -0.8
O -2.543742 0.579990 -0.279558 4.1 -0.6 1.8
```
Positions in Å, forces in eV/Å.

Results
HOMO energy, eV: -9.0
Spin multiplicity: 1
Gap between HOMO and LUMO, eV: 9.47
SMILES: CN(N)/C=N\O
LUMO, eV: 0.4767

Löwdin atomic charge list, values in e, 6 entries: number 1, C, carries -0.097; number 2, C, carries -0.229; number 3, H, carries 0.070; number 4, H, carries 0.081; number 5, H, carries 0.125; number 6, H, carries 0.075

***

Record 4
Formula: C2H7N3O
Source: OMol25
Level of theory: wB97M-V/def2-TZVPD

Structure (XYZ):
```
13
Properties=species:S:1:pos:R:3:forces:R:3
C 1.899606 -0.399963 -0.304562 -1.0 1.3 -1.8
C -1.129205 0.993181 -0.075407 -0.9 -2.1 1.3
H 2.515985 0.595825 -0.286064 -0.5 -2.2 -0.1
H 1.380675 -0.459284 -1.335840 1.1 0.1 1.4
H 2.377275 -1.388653 -0.154418 0.1 1.0 0.3
H 1.130115 0.136124 1.495908 0.4 -1.0 0.4
H -1.483243 1.961663 -0.274348 -0.7 1.1 -0.5
H -3.020215 0.163116 -0.503932 2.1 -0.5 1.0
H -0.703907 -1.047604 0.363357 -1.3 -1.9 -0.1
N 0.761317 -0.219719 0.621248 0.0 -1.2 0.8
N 0.088746 0.946353 0.277412 0.1 2.6 -1.6
N -2.120404 0.022458 0.062014 -1.6 1.8 -1.5
O -1.696748 -1.303501 0.114630 2.3 0.9 0.4
```
Positions in Å, forces in eV/Å.

Results
HOMO energy, eV: -8.5
Spin multiplicity: 1
Gap between HOMO and LUMO, eV: 9.48
SMILES: CN/N=C\NO
LUMO, eV: 0.9614

Löwdin atomic charge list, values in e, 6 entries: number 1, C, carries -0.106; number 2, C, carries -0.211; number 3, H, carries 0.105; number 4, H, carries 0.096; number 5, H, carries 0.076; number 6, H, carries 0.117

***

Record 5
Formula: C2H7N3O2
Source: OMol25
Level of theory: wB97M-V/def2-TZVPD

Structure (XYZ):
```
14
Properties=species:S:1:pos:R:3:forces:R:3
C -1.532125 0.190056 0.513844 1.1 -2.8 0.4
N -0.195975 -0.051930 -0.365855 -3.2 2.9 1.2
C 1.045135 -0.284598 0.461072 0.0 -0.3 0.6
N -0.375655 -1.063527 -1.352704 -0.1 -0.3 0.1
N 1.639401 0.880317 0.656786 -0.3 0.2 -0.4
O -0.252794 1.210996 -0.878115 1.6 0.5 -1.9
O 1.279503 -1.404848 0.846111 0.1 0.1 -0.1
H 0.051246 -0.706116 -2.205959 0.0 0.2 0.2
H 0.110709 -1.896313 -1.024249 0.0 0.1 0.0
H 2.506816 0.947454 1.157632 0.0 0.0 0.0
H 1.163333 1.616652 0.086036 0.4 -0.3 0.3
H -1.396944 -0.467037 1.367919 -0.4 -0.3 0.3
H -2.326177 -0.169451 -0.132565 0.1 0.1 0.0
H -1.716472 1.198343 0.870047 0.8 0.1 -0.6
```
Positions in Å, forces in eV/Å.

Results
HOMO energy, eV: -8.8
Spin multiplicity: 1
Gap between HOMO and LUMO, eV: 9.68
SMILES: C[N@@+](N)([O-])C(N)=O
LUMO, eV: 0.8750

Löwdin atomic charge list, values in e, 6 entries: number 1, C, carries 0.058; number 2, N, carries -0.378; number 3, C, carries -0.524; number 4, N, carries 0.129; number 5, N, carries 0.205; number 6, O, carries -0.251

***

Record 6
Formula: C2H7N3O2
Source: OMol25
Level of theory: wB97M-V/def2-TZVPD

Structure (XYZ):
```
14
Properties=species:S:1:pos:R:3:forces:R:3
C 0.680422 1.107733 0.922577 1.3 3.1 1.4
C -0.114940 -1.175491 0.937820 -0.6 -4.4 2.1
N -0.037121 -0.097318 -1.013261 5.9 -0.6 -0.8
N -0.116904 0.093828 0.335106 -0.2 -0.1 -0.8
N -0.999645 0.191943 -1.859254 -0.1 -0.3 -2.0
O -2.037781 0.525316 -1.396396 -2.0 0.7 0.3
O -0.726319 0.011485 -3.055021 -0.1 0.3 0.8
H 0.603641 2.124480 0.446340 -1.3 -0.9 0.4
H 0.429178 1.205296 2.056315 0.4 -0.2 -2.2
H 1.793478 1.143557 0.795826 -0.3 -1.6 0.3
H 0.809615 -1.956347 0.749839 -1.6 2.2 0.2
H -0.206378 -1.116354 2.119303 0.0 0.0 -2.6
H -1.029711 -1.768979 0.484881 1.7 1.1 1.3
H 0.952465 -0.289149 -1.524075 -3.2 0.6 1.5
```
Positions in Å, forces in eV/Å.

Results
HOMO energy, eV: -9.8
Spin multiplicity: 1
Gap between HOMO and LUMO, eV: 10.47
SMILES: CN(C)N[N+](=O)[O-]
LUMO, eV: 0.6553

Löwdin atomic charge list, values in e, 6 entries: number 1, C, carries -0.106; number 2, C, carries -0.136; number 3, N, carries 0.002; number 4, N, carries -0.292; number 5, N, carries -0.472; number 6, O, carries 0.100

***

Record 7
Formula: C2H7N3O3
Source: OMol25
Level of theory: wB97M-V/def2-TZVPD

Structure (XYZ):
```
15
Properties=species:S:1:pos:R:3:forces:R:3
C -0.470065 0.943900 1.227161 4.0 -2.0 0.1
C 0.357041 -0.620511 0.157168 0.8 1.7 3.2
N -0.874267 -1.018220 -0.311827 -1.4 -1.5 -1.0
N 1.183069 -0.232818 -0.900354 0.0 1.1 -1.4
N 0.674938 0.957353 -1.577129 1.3 -0.1 1.6
O -1.529051 1.379108 0.595763 -0.4 0.2 -0.7
O 0.099900 1.343422 2.221672 -1.8 -0.3 -1.4
O 1.004163 -1.550578 1.117329 -0.9 1.6 -1.4
H -1.558180 0.866539 -0.272507 -0.2 0.1 1.4
H -1.175149 -1.482542 0.519261 -1.5 -0.5 0.3
H 2.104199 0.122532 -0.747392 0.7 -0.9 1.1
H -0.061391 0.765231 -2.188467 -1.3 -0.7 -1.1
H 0.330764 1.515470 -0.804142 -0.1 0.7 -0.4
H -0.903147 -1.712551 -1.077106 0.6 0.4 0.4
H 0.817178 -1.276335 2.040570 0.1 0.3 -0.9
```
Positions in Å, forces in eV/Å.

Results
HOMO energy, eV: -8.7
Spin multiplicity: 1
Gap between HOMO and LUMO, eV: 9.27
LUMO, eV: 0.5888

Löwdin atomic charge list, values in e, 6 entries: number 1, C, carries -0.403; number 2, C, carries -0.484; number 3, N, carries 0.059; number 4, N, carries -0.016; number 5, N, carries 0.041; number 6, O, carries 0.080

***

Record 8
Formula: C2H7N3O3
Source: OMol25
Level of theory: wB97M-V/def2-TZVPD

Structure (XYZ):
```
15
Properties=species:S:1:pos:R:3:forces:R:3
C -1.129611 0.066217 -0.391098 0.4 0.3 0.1
N 1.166141 0.436249 0.207694 -0.8 -0.8 -0.3
C 0.009226 -0.717563 -0.078530 0.6 0.2 0.0
N 1.414294 0.672518 1.571778 -0.1 0.0 -0.3
N -2.183093 -0.554442 -1.091985 -0.3 -0.3 0.1
O 2.331814 0.026322 -0.503369 -0.6 0.3 0.2
O -1.573338 1.052074 0.491851 0.1 0.1 -0.1
O 0.408238 -1.821955 -0.380856 0.1 0.4 -0.1
H 2.173694 -0.919711 -0.713890 -0.2 0.0 0.2
H -2.194285 0.641622 1.113235 0.1 0.0 -0.1
H 0.253279 0.932921 -0.533309 0.8 -0.2 0.5
H 1.900369 -0.133764 1.965504 -0.1 0.1 -0.2
H 2.015190 1.486516 1.652432 0.0 -0.1 0.0
H -2.732749 0.125662 -1.603345 0.1 -0.1 0.0
H -1.859169 -1.292666 -1.706113 0.0 0.1 0.0
```
Positions in Å, forces in eV/Å.

Results
HOMO energy, eV: -7.5
Spin multiplicity: 1
Gap between HOMO and LUMO, eV: 8.10
LUMO, eV: 0.5825

Löwdin atomic charge list, values in e, 6 entries: number 1, C, carries -0.453; number 2, N, carries -0.229; number 3, C, carries -0.345; number 4, N, carries 0.090; number 5, N, carries 0.090; number 6, O, carries -0.012

***

Record 9
Formula: C2H7N3S
Source: OMol25
Level of theory: wB97M-V/def2-TZVPD

Structure (XYZ):
```
13
Properties=species:S:1:pos:R:3:forces:R:3
C -0.315246 1.718207 1.263794 -0.3 2.1 0.0
C -0.025115 -0.759671 0.216905 -0.1 -2.3 1.0
H 0.092999 1.558420 2.312901 -1.2 -0.1 -1.1
H -1.231912 2.522963 1.210359 3.1 -1.1 0.5
H 0.630841 1.910304 0.643726 -1.7 0.4 0.6
H -0.460030 -1.449576 1.875329 -2.2 0.9 3.0
H 1.329147 -1.754914 -0.745091 -1.6 2.0 -1.4
H -0.148114 0.425381 -1.965762 -0.1 -3.9 -2.3
H 0.683027 -1.343349 -3.314387 -2.1 2.7 3.9
N 0.065642 -1.681766 1.126149 3.0 0.3 -4.5
N 0.766109 -0.832021 -0.971016 1.8 -2.7 3.5
N -0.097866 -0.776636 -2.110560 1.4 2.1 -2.6
S -1.289483 0.462658 0.457653 0.1 -0.2 -0.5
```
Positions in Å, forces in eV/Å.

Results
HOMO energy, eV: -8.6
Spin multiplicity: 1
Gap between HOMO and LUMO, eV: 8.57
LUMO, eV: 0.0003

Löwdin atomic charge list, values in e, 6 entries: number 1, C, carries -0.457; number 2, C, carries -0.753; number 3, H, carries 0.052; number 4, H, carries 0.073; number 5, H, carries 0.055; number 6, H, carries -0.031

***

How do the records compare in ΔE to the lowest compared entry with this formula, charge and spin? In the order shown, they have 138.3 54.1 131.8 112.3 101.6 163.3 85.5 148.1 132.0 kcal/mol.
How do the records compare in DFT total energy? In the order shown, they have -319.729428 -319.863579 -319.739781 -319.770891 -395.043115 -394.944741 -470.302978 -470.203239 -642.642310 hartree.
How do the records compare in F_max? In the order shown, they have 0.0262 0.0990 0.0975 0.0597 0.0862 0.1170 0.0869 0.0234 0.1060 Eh/bohr.